ORCA calculation (the ωB97M-V functional and the def2-TZVPD basis) on a molecular structure, C20H11Cl7N4S2Se4W.

```
! RIJCOSX wB97M-V def2-TZVPD def2/J DEFGRID3
* xyz -2 3
W 0.2163 -1.0153 1.1556
Se 0.7393 -1.5242 5.1457
Se 1.1284 -3.5562 4.0579
Se 1.4783 -0.0347 3.5223
Se -0.3997 -3.3076 2.3118
Cl 2.5260 -2.0898 1.1801
Cl 1.9278 0.2098 -5.2786
Cl -0.1497 -3.2390 -1.6984
Cl 3.2690 1.7974 -2.9328
Cl -3.2036 -3.3605 0.4246
Cl 0.3390 -2.3953 -4.6284
Cl -1.2995 1.2291 -1.7955
S -3.0272 2.4106 2.6513
S -1.6969 -0.3090 2.7103
N 0.2911 1.2147 1.0753
N 2.8948 0.6296 -0.2856
N -1.2285 -1.1257 0.0671
N -0.8312 1.9342 1.4770
C -4.1802 1.3003 3.4770
C -1.7052 1.3074 2.1957
C -3.6132 0.0505 -2.4673
C 4.9378 2.2655 0.6141
C -4.4411 -1.9747 -1.5115
C 2.2624 0.4244 -2.5943
C 0.9342 -1.4136 -3.3297
C -3.3368 -2.0349 -0.6894
C 1.1127 -0.9540 -0.9274
C -2.5051 -0.0167 -1.6466
C 1.6812 -0.2782 -3.6368
C -4.5957 -0.9267 -2.4121
C 3.6420 2.6515 0.7541
C 2.0287 0.0366 -1.2720
C 2.5732 1.7819 0.4169
C 4.1980 0.1916 -0.3229
C 0.6744 -1.7394 -2.0046
C 1.2827 2.0611 0.8657
C -2.3052 -1.0586 -0.7061
C 5.2211 0.9520 0.1210
H -5.4615 -0.8756 -3.0585
H -3.6892 0.8791 -3.1595
H -3.7278 0.8573 4.3621
H 1.0873 3.0865 1.1606
H -4.5115 0.5088 2.8094
H -5.1818 -2.7600 -1.4348
H 5.7425 2.9245 0.9128
H 4.3234 -0.7961 -0.7410
H -5.0297 1.9196 3.7695
H 3.3824 3.6043 1.1989
H 6.2260 0.5576 0.0971
*
```

* <S²>: 2.0512
* HOMO energy (alpha / beta): -0.0434 / -0.0515 Ha
* Kohn-Sham gap (alpha / beta): 5.3 / 5.4 eV
* electronic energy: -399420.91938 eV



ORCA calculation (the ωB97M-V functional and the def2-TZVPD basis) on a molecular structure, C20H12Br2MoN2O.

```
! RIJCOSX wB97M-V def2-TZVPD def2/J DEFGRID3
* xyz 2 3
Mo -0.4911 -0.1364 -0.2911
Br 0.5470 6.7185 -0.9585
Br -3.8362 3.2699 -1.6894
O -1.8023 1.1781 -0.5266
N 0.2890 -1.8572 -1.1887
N 0.6783 1.5406 0.1016
C -1.4714 4.7954 -1.2559
C -1.3177 -0.9995 2.5630
C 0.3929 -4.1990 -0.8785
C 1.9327 1.6526 0.5467
C -0.5751 -3.6290 1.9441
C -0.1801 5.0018 -0.8629
C -0.4315 -2.6483 0.9767
C 0.7550 -1.9877 -2.4517
C -1.4609 -2.0056 3.5074
C 1.9383 4.0018 0.0955
C -0.8011 -1.3218 1.3130
C 0.0042 2.6632 -0.3290
C 1.0596 -3.2162 -2.9776
C 0.6152 3.9201 -0.3712
C 0.1002 -2.9440 -0.3830
C -2.0704 3.5104 -1.1816
C 0.8691 -4.3346 -2.1723
C -1.0868 -3.3057 3.1974
C -1.3303 2.4660 -0.7142
C 2.5854 2.8777 0.5639
H 2.4197 0.7482 0.8843
H -1.6128 0.0141 2.8003
H 1.0920 -5.3214 -2.5576
H -0.2911 -4.6530 1.7415
H 2.4459 4.9584 0.0918
H 1.4321 -3.2980 -3.9886
H 0.2436 -5.0726 -0.2614
H -1.8634 -1.7723 4.4840
H 3.5980 2.9287 0.9366
H -1.1945 -4.0858 3.9389
H -2.0646 5.6215 -1.6228
H 0.8830 -1.0788 -3.0243
*
```

* <S²>: 2.0343
* HOMO energy (alpha / beta): -0.5372 / -0.5378 Ha
* Kohn-Sham gap (alpha / beta): 6.0 / 6.6 eV
* electronic energy: -167887.24681 eV



ORCA calculation (the ωB97M-V functional and the def2-TZVPD basis) on a molecular structure, C20H12Cl9IN2O3STc.

```
! RIJCOSX wB97M-V def2-TZVPD def2/J DEFGRID3
* xyz 0 2
I 4.0512 -1.2415 -1.8019
Tc 0.7826 0.1904 -0.7085
Cl -3.5141 2.1632 -1.3066
Cl -0.3244 2.3518 -5.8868
Cl 1.5309 2.5377 0.2695
Cl 0.6767 3.8283 -3.5822
Cl 1.7770 -4.4429 -1.1097
Cl 1.3075 5.6808 0.4531
Cl -3.8309 5.2904 -1.1689
Cl -1.4131 7.0592 -0.2886
Cl -2.5490 -1.3181 -0.0811
S 0.3293 -1.7167 -1.6206
O 0.9246 1.2152 -2.4537
O -0.1919 0.0480 -4.0186
O -0.8842 1.2403 -0.5313
N 0.6760 -0.5211 1.3715
N 2.2773 -2.2025 1.1785
C 0.2604 -4.1379 -0.3178
C -0.0509 4.7471 -0.0198
C -0.2647 2.4221 -4.1237
C -0.3928 -0.1326 3.4916
C -2.2157 3.1714 -0.8063
C 1.1513 -1.9340 3.2561
C -1.2586 5.3502 -0.3546
C 2.8997 0.1934 -0.7170
C -0.1648 0.1723 2.1801
C 0.0474 3.3679 -0.0860
C -2.1371 -3.7374 0.9683
C -1.6037 -2.7435 0.1609
C -1.4599 -4.9317 1.1343
C -2.3385 4.5536 -0.7487
C 0.1993 1.0751 -3.5211
C -1.0039 2.5487 -0.4771
C -0.3764 -2.9030 -0.4855
C 0.2819 -1.2292 4.0376
C -0.2565 -5.1422 0.4802
C 1.3544 -1.5503 1.9124
H 3.3092 0.1936 0.2935
H -1.0866 0.4597 4.0690
H 2.4223 -2.0100 0.1990
H -0.6890 0.9851 1.7036
H -1.2830 2.5845 -3.7771
H 3.1626 1.1228 -1.2157
H 0.1282 -1.5148 5.0705
H -3.0924 -3.5644 1.4439
H -1.8807 -5.7094 1.7574
H 1.7065 -2.7774 3.6448
H 0.2835 -6.0734 0.5782
H 2.7230 -3.0183 1.5548
*
```

* <S²>: 0.7692
* HOMO energy (alpha / beta): -0.3185 / -0.3176 Ha
* Kohn-Sham gap (alpha / beta): 6.8 / 7.2 eV
* electronic energy: -163895.42215 eV



ORCA calculation (the ωB97M-V functional and the def2-TZVPD basis) on a molecular structure, C20H13AsN2O10STa.

```
! RIJCOSX wB97M-V def2-TZVPD def2/J DEFGRID3
* xyz 1 1
Ta 1.3020 -0.6100 -0.2555
As -1.3206 -1.7030 -2.3334
S 3.5408 -0.0427 -2.6120
O 1.4961 0.3527 1.5484
O -0.2303 -0.5969 -1.3473
O 3.1420 -0.2042 -1.1738
O -1.9328 -0.4724 -3.4457
O 2.7082 1.9422 5.9166
O 1.1991 1.7066 -0.1329
O 1.4251 -2.2415 0.2487
O 2.9315 1.2926 -3.1604
O 4.9111 -0.2106 -2.8665
O 2.9978 4.0441 6.3047
N -1.3491 0.2697 -7.2591
N 2.7480 3.1061 5.5814
C 0.5476 -1.5411 -4.9271
C 0.0768 -3.7392 -3.9047
C 2.8229 -2.8099 -5.1795
C 0.9910 -4.4342 -4.6034
C 2.0958 5.0125 2.4257
C 1.5460 -2.0669 -3.0454
C 2.1219 2.3618 3.3242
C 0.3014 -0.0989 -5.3059
C 0.1327 -2.2531 -3.5696
C 1.6110 0.6397 -3.4836
C -0.6206 0.1164 -6.3852
C 2.1910 -0.7772 -3.4416
C 1.8110 2.6658 2.0005
C 1.5062 1.5821 1.0755
C 2.4148 3.4099 4.1691
C 2.2693 -4.0267 -5.2261
C 2.4099 4.7280 3.7489
C 2.0088 -1.7972 -4.4850
C 1.7961 3.9863 1.5484
C 0.9360 0.9394 -4.7565
H 2.7938 -4.8128 -5.7537
H -0.7720 -4.2973 -3.5229
H -2.8312 -0.1922 -3.2298
H 0.2569 -2.1634 -5.7673
H 2.0571 -2.7594 -2.3876
H 2.1334 1.3455 3.6896
H 0.7966 1.9593 -5.0854
H 0.7657 -5.4860 -4.7307
H 0.9463 0.8784 -2.6540
H 1.5466 4.1921 0.5173
H 2.0850 6.0383 2.0861
H 2.6480 5.5089 4.4564
H 3.7731 -2.5806 -5.6406
*
```

* HOMO energy: -0.4588 Ha
* Kohn-Sham gap: 8.4 eV
* electronic energy: -117621.66129 eV